Below is a 13-piece molecular cluster, C42H114N4O17 overall, with properties calculated with wB97M-V/def2-TZVPD.

Computed properties:
Frontier orbital gap ... 8.874 eV
DFT total energy ... -3166.39352 hartree
HOMO energy ... -8.417 eV

Last column: Löwdin charge in e.
Element x y z (Å)
1 O 3.834 5.771 2.417  -0.094
2 O 2.230 -2.082 2.377  -0.093
3 O 1.773 4.478 3.628  -0.112
4 O 3.577 0.675 5.861  -0.089
5 O -6.025 -5.502 1.292  -0.171
6 O -0.038 -4.922 3.234  -0.074
7 O 11.341 -2.335 -4.060  -0.205
8 O -1.624 1.163 -7.013  -0.196
9 O 2.314 0.659 2.149  -0.221
10 O -9.362 -3.083 -1.203  -0.199
11 O 3.083 0.274 -0.783  -0.088
12 O -6.376 0.305 -4.103  -0.094
13 O -3.215 4.258 -1.816  -0.181
14 O -0.870 -4.926 -2.601  -0.063
15 O -2.750 -0.267 -0.088  -0.213
16 O -3.360 4.700 2.771  -0.098
17 O 7.753 0.395 -0.583  -0.176
18 N -2.109 2.520 -3.678  -0.055
19 N -6.536 -2.812 0.387  -0.055
20 N 10.334 -0.165 -2.519  -0.057
21 N -0.095 0.165 0.373  -0.012
22 C 10.088 0.177 -1.128  -0.202
23 C -6.239 -3.961 -0.501  -0.187
24 C -2.702 3.035 -1.357  -0.220
25 C -2.273 -0.780 1.141  -0.208
26 C -1.294 1.633 -8.301  -0.118
27 C 0.611 4.398 2.789  -0.317
28 C -4.539 4.584 -1.438  -0.092
29 C 11.893 -1.027 -4.189  -0.235
30 C -2.139 -3.758 3.595  -0.083
31 C -4.547 -1.143 -3.750  -0.093
32 C -5.341 -5.590 2.508  -0.120
33 C -4.341 2.628 3.570  -0.089
34 C -0.047 5.736 2.567  -0.068
35 C 3.558 -1.006 -1.160  -0.307
36 C -1.361 -3.612 -2.712  -0.315
37 C 0.058 1.244 1.358  -0.190
38 C -4.144 -0.081 -0.057  -0.110
39 C -5.327 -4.896 0.228  -0.241
40 C -10.683 -3.573 -1.117  -0.110
41 C 0.958 0.904 2.517  -0.210
42 C 2.714 -1.511 -2.346  -0.085
43 C -4.467 3.807 2.608  -0.294
44 C 3.710 -2.319 4.257  -0.074
45 C 6.004 5.281 3.338  -0.079
46 C 11.754 -3.193 -5.110  -0.109
47 C -8.982 -2.353 -0.052  -0.232
48 C -1.703 2.179 -6.017  -0.221
49 C -0.766 -1.003 0.934  -0.187
50 C 6.582 1.156 -0.675  -0.125
51 C 8.908 1.123 -0.922  -0.244
52 C 2.516 1.130 6.712  -0.292
53 C 11.740 -0.347 -2.862  -0.232
54 C 2.244 -2.352 3.773  -0.308
55 C -2.243 1.559 -4.753  -0.210
56 C 1.381 1.770 5.927  -0.081
57 C -7.526 -1.913 -0.138  -0.222
58 C -5.458 -0.573 -4.794  -0.301
59 C -2.548 -3.373 -1.802  -0.086
60 C -2.697 1.994 -2.459  -0.227
61 C 5.066 5.083 2.159  -0.272
62 C -1.325 -4.641 2.693  -0.328
63 C 3.117 1.827 2.228  -0.081
64 H -3.819 -1.837 -4.178  0.082
65 H 3.761 -2.297 5.351  0.073
66 H -5.383 4.377 2.758  0.113
67 H 8.791 1.770 -1.800  0.121
68 H -2.172 1.097 -2.121  0.108
69 H -10.996 -3.710 -0.077  0.083
70 H -1.710 0.662 -4.443  0.132
71 H -1.836 -5.606 2.542  0.099
72 H -3.741 1.702 -2.690  0.109
73 H 0.434 6.248 1.723  0.072
74 H 9.158 1.826 -0.106  0.117
75 H -4.377 -4.399 0.456  0.111
76 H -4.351 3.386 1.615  0.083
77 H -3.199 2.669 -0.452  0.099
78 H -5.219 -4.618 3.006  0.082
79 H -1.028 -5.284 -1.723  0.076
80 H -4.547 5.508 -0.854  0.086
81 H -7.357 -1.601 -1.175  0.124
82 H 6.907 4.682 3.190  0.077
83 H 11.418 -2.799 -6.073  0.088
84 H 2.963 1.888 7.351  0.111
85 H -3.413 5.164 3.612  0.085
86 H -0.776 0.496 -0.306  0.086
87 H -4.333 -6.028 2.430  0.080
88 H 2.811 2.670 1.612  0.091
89 H -2.558 -4.369 4.397  0.078
90 H 1.769 2.544 5.264  0.058
91 H -0.305 -1.410 1.834  0.102
92 H 0.611 -4.903 2.526  0.082
93 H -4.948 0.067 -5.520  0.096
94 H 4.123 1.537 1.907  0.088
95 H -4.002 -0.441 -3.129  0.041
96 H -5.989 -1.380 -5.305  0.114
97 H 3.257 -2.296 -2.882  0.070
98 H 2.519 -0.711 -3.059  0.072
99 H -1.658 3.188 -1.050  0.126
100 H 6.066 1.050 -1.636  0.088
101 H 10.968 0.529 -0.590  0.114
102 H -9.628 -1.464 0.022  0.123
103 H -3.308 1.335 -4.921  0.105
104 H -11.371 -2.794 -1.488  0.088
105 H -2.583 3.403 -3.835  0.111
106 H -1.497 -2.973 3.996  0.076
107 H 4.546 -0.898 -1.620  0.091
108 H -6.765 -3.215 1.287  0.103
109 H 4.125 -3.287 3.988  0.073
110 H -1.258 -4.281 1.657  0.100
111 H -5.025 -5.700 -0.464  0.128
112 H 5.530 4.943 4.258  0.080
113 H -4.592 0.535 0.739  0.088
114 H 2.155 0.285 7.305  0.108
115 H 0.114 6.392 3.422  0.081
116 H -0.604 -2.843 -2.514  0.100
117 H 11.292 -4.161 -4.926  0.086
118 H -3.315 2.269 3.605  0.065
119 H 2.323 -1.118 2.305  0.031
120 H -0.244 1.414 -8.518  0.086
121 H 3.291 2.097 3.274  0.088
122 H -5.061 1.845 3.308  0.069
123 H -1.520 2.697 -8.410  0.082
124 H -0.723 -1.820 0.203  0.105
125 H -4.485 0.268 -1.028  0.072
126 H 1.579 -1.741 4.396  0.102
127 H 11.352 -0.496 -4.977  0.128
128 H 4.877 4.012 2.073  0.095
129 H 5.521 5.491 1.257  0.117
130 H 3.621 -1.759 -0.376  0.112
131 H -3.369 -4.084 -1.925  0.073
132 H 0.604 0.152 3.226  0.112
133 H 12.838 -3.342 -5.082  0.086
134 H -2.355 2.979 -6.387  0.123
135 H -2.171 -3.354 -0.771  0.057
136 H -1.629 -3.485 -3.765  0.110
137 H -0.909 1.546 1.795  0.120
138 H 4.225 -1.445 3.868  0.072
139 H -1.098 5.652 2.294  0.053
140 H 3.584 6.360 1.702  0.099
141 H -7.052 0.570 -4.734  0.075
142 H 0.814 1.039 5.344  0.058
143 H 2.417 5.025 3.144  0.031
144 H 5.862 0.798 0.066  0.074
145 H 0.002 3.659 3.317  0.102
146 H -3.071 -2.414 -1.863  0.053
147 H -5.004 3.776 -0.871  0.079
148 H -0.699 2.567 -5.805  0.129
149 H -2.462 -0.080 1.966  0.117
150 H 9.822 -0.994 -2.788  0.108
151 H -7.470 -0.947 0.384  0.112
152 H 0.474 2.097 0.822  0.113
153 H 2.577 0.195 0.035  0.040
154 H 6.733 2.224 -0.481  0.083
155 H -2.737 -1.749 1.366  0.106
156 H -5.844 -6.269 3.196  0.088
157 H -5.206 -1.782 -3.151  0.071
158 H 12.190 0.651 -2.931  0.121
159 H -4.639 2.884 4.594  0.071
160 H -5.768 -3.547 -1.397  0.105
161 H 12.969 -1.096 -4.388  0.121
162 H 0.888 3.901 1.851  0.088
163 H -5.137 4.767 -2.336  0.085
164 H -9.116 -2.969 0.849  0.124
165 H 12.301 -0.905 -2.097  0.121
166 H 3.186 0.170 5.140  0.039
167 H 0.685 2.218 6.641  0.080
168 H 1.743 -1.905 -2.035  0.050
169 H -4.623 -1.055 0.147  0.073
170 H -7.166 -4.459 -0.805  0.120
171 H 9.811 -0.734 -0.570  0.125
172 H -2.991 -3.308 3.086  0.052
173 H -10.773 -4.461 -1.730  0.086
174 H 1.910 -3.386 3.826  0.088
175 H 0.937 1.813 3.136  0.082
176 H -1.878 1.090 -9.050  0.082
177 H 6.328 6.317 3.436  0.074

=====

Below is a 5-piece molecular cluster, C20H51N5O5P overall, with properties calculated with wB97M-V/def2-TZVPD.

Computed properties:
Frontier orbital gap ... 8.593 eV
Total charge ... +1
DFT total energy ... -1783.71265 hartree
HOMO energy ... -11.579 eV

Last column: Löwdin charge in e.
Element x y z (Å)
1 P -2.299 0.877 -3.704  1.009
2 O -2.916 1.173 -8.431  -0.066
3 O 1.534 3.482 -2.088  -0.010
4 O 2.158 -2.861 4.405  -0.072
5 O 3.297 -1.019 6.972  -0.071
6 O -1.228 -2.176 0.848  -0.072
7 N -2.462 3.296 0.856  0.150
8 N -0.533 1.693 -1.547  -0.019
9 N -0.683 2.345 -0.386  0.206
10 N -2.654 2.161 -1.279  0.177
11 N 3.253 0.263 -2.593  0.013
12 C -5.024 1.819 -7.420  -0.060
13 C 0.748 1.202 -2.056  -0.055
14 C -1.108 1.611 -4.905  -0.276
15 C 3.196 1.710 -2.397  -0.212
16 C 4.782 0.897 7.077  -0.055
17 C 2.139 -4.405 6.269  -0.055
18 C -3.341 -2.502 1.991  -0.059
19 C 2.804 -4.012 4.959  -0.488
20 C -1.753 1.604 -2.093  -0.415
21 C -1.986 2.621 -0.234  -0.381
22 C 1.893 2.161 -1.730  -0.368
23 C -4.149 2.989 -9.478  -0.058
24 C 4.286 -3.742 5.143  -0.058
25 C -1.616 -1.403 -2.111  -0.147
26 C -1.159 -2.509 3.255  -0.055
27 C 2.308 1.179 6.689  -0.059
28 C -1.860 -2.841 1.950  -0.488
29 C 3.527 0.299 6.465  -0.498
30 C -3.792 2.275 -8.185  -0.513
31 C -1.691 -0.852 -3.553  -0.405
32 H -2.406 -1.439 -4.131  0.070
33 H -3.823 -2.756 1.047  0.078
34 H -2.682 4.272 0.777  0.108
35 H 0.622 1.147 -3.133  0.107
36 H 3.681 0.157 5.392  0.136
37 H 1.422 0.733 6.236  0.075
38 H -5.662 2.663 -7.156  0.083
39 H 1.075 -4.592 6.118  0.077
40 H -1.304 -1.230 1.014  0.067
41 H -3.208 2.947 -7.552  0.128
42 H -1.576 1.523 -5.887  0.025
43 H 2.276 -2.146 5.045  0.062
44 H -5.617 1.116 -8.011  0.084
45 H 3.163 -0.952 7.924  0.098
46 H 4.661 1.002 8.158  0.085
47 H -1.737 -3.903 1.734  0.141
48 H -4.696 2.315 -10.142  0.084
49 H -3.476 -1.429 2.162  0.076
50 H -0.158 1.079 -4.925  0.029
51 H 4.413 -2.904 5.831  0.062
52 H 3.086 -0.219 -1.717  0.076
53 H 2.456 2.173 6.265  0.080
54 H -3.248 3.314 -9.998  0.081
55 H -1.605 -3.053 4.088  0.086
56 H -0.584 -1.649 -1.860  0.066
57 H 4.180 -0.012 -2.889  0.084
58 H -4.775 3.861 -9.288  0.082
59 H 4.803 -4.610 5.554  0.082
60 H 1.589 3.580 -3.047  0.105
61 H 0.921 0.202 -1.667  0.127
62 H -0.731 -0.956 -4.061  0.072
63 H 4.034 2.100 -1.812  0.124
64 H 5.641 0.251 6.897  0.082
65 H -1.241 -1.437 3.468  0.079
66 H 2.657 -4.807 4.226  0.135
67 H -0.944 2.665 -4.680  0.044
68 H -3.847 -3.037 2.794  0.084
69 H -0.099 -2.756 3.210  0.063
70 H 2.116 1.293 7.759  0.085
71 H 2.593 -5.303 6.689  0.082
72 H -2.176 -2.331 -2.022  0.079
73 H -3.380 0.544 -8.994  0.089
74 H 4.756 -3.475 4.196  0.078
75 H -2.723 2.819 1.699  0.104
76 H 4.994 1.883 6.662  0.082
77 H 2.051 2.204 -0.647  0.144
78 H 2.242 -3.595 6.994  0.070
79 H -4.720 1.307 -6.506  0.063
80 H -2.000 -0.708 -1.368  0.040
81 H 3.245 2.208 -3.370  0.126
82 H 0.068 2.605 0.236  0.187

=====

Below is C45H36F12NO2PtSSbTe as an isolated structure, with properties calculated with wB97M-V/def2-TZVPD.

Computed properties:
Frontier orbital gap ... 5.518 eV
Total charge ... -2
DFT total energy ... -4165.93476 hartree
HOMO energy ... -1.367 eV

Last column: Löwdin charge in e.
Element x y z (Å)
1 Pt 1.172 -0.572 -0.913  0.739
2 Te 3.055 1.007 -1.746  0.749
3 Sb -1.144 1.921 0.282  1.621
4 S 6.013 0.333 -0.323  0.877
5 F 0.835 -1.522 -5.421  0.152
6 F -1.248 1.250 -4.770  0.118
7 F 0.848 1.256 -4.278  0.111
8 F -1.234 -1.054 -5.773  0.122
9 F 0.365 -1.324 3.664  0.125
10 F -0.646 -0.813 1.843  0.088
11 F 2.918 -1.609 3.194  0.149
12 F 1.921 -3.484 3.577  0.114
13 F -0.711 -2.780 -4.591  0.144
14 F -0.869 -2.789 2.669  0.135
15 F 3.386 -3.318 1.982  0.148
16 F -0.635 1.549 -2.737  0.059
17 O 0.837 -1.019 -2.899  -0.313
18 O 1.829 -1.211 0.898  -0.320
19 N -0.341 -1.930 -0.783  -0.098
20 C -4.725 4.104 -1.166  -0.110
21 C 0.579 -5.873 0.375  -0.294
22 C -3.966 -1.799 -1.416  -0.058
23 C -2.911 5.075 -2.383  -0.071
24 C -4.127 0.026 2.821  -0.094
25 C -3.224 0.448 1.854  -0.158
26 C 1.951 3.943 2.703  -0.073
27 C 5.558 1.585 1.836  -0.221
28 C -0.542 -4.323 -1.091  -0.012
29 C 1.271 -2.258 1.563  -0.347
30 C -2.335 3.932 3.130  -0.050
31 C -0.041 -3.208 -0.387  -0.235
32 C -1.614 -1.023 -2.703  -0.070
33 C -4.265 5.019 -2.102  -0.112
34 C 0.957 -7.281 0.767  -0.078
35 C -0.369 -1.500 -4.834  -0.530
36 C -0.249 -5.617 -0.714  -0.064
37 C 4.399 1.738 1.020  -0.260
38 C -2.571 1.681 1.925  -0.322
39 C 1.079 -4.780 1.069  -0.001
40 C 0.023 -1.799 2.441  -0.511
41 C -5.391 -0.784 -3.250  -0.067
42 C 0.011 4.776 0.940  -0.151
43 C -2.736 -2.068 -0.855  -0.037
44 C 1.208 1.553 2.552  -0.080
45 C 2.376 -2.669 2.586  -0.545
46 C 1.837 5.291 2.403  -0.099
47 C 6.529 0.846 1.228  -0.472
48 C -3.819 3.286 -0.506  -0.124
49 C -1.529 -1.673 -1.460  -0.250
50 C -0.334 -0.684 -3.497  -0.374
51 C -3.815 2.112 3.948  -0.074
52 C -2.444 3.351 -0.755  -0.301
53 C -4.057 -1.117 -2.629  -0.280
54 C -0.347 0.846 -3.838  -0.549
55 C 0.114 3.418 1.233  -0.320
56 C -0.544 4.364 -2.169  -0.079
57 C 4.485 1.102 -0.188  -1.025
58 C -2.898 2.542 2.988  -0.283
59 C -1.989 4.245 -1.740  -0.315
60 C 1.097 2.994 2.139  -0.317
61 C -2.873 -0.756 -3.249  0.007
62 C -4.417 0.864 3.884  -0.106
63 C 0.797 -3.460 0.723  -0.061
64 C 0.851 5.714 1.525  -0.099
65 H 7.500 0.567 1.610  0.041
66 H -2.666 -2.620 0.077  0.120
67 H -4.580 -0.955 2.748  0.097
68 H -5.673 0.254 -3.049  0.072
69 H -2.546 5.777 -3.127  0.106
70 H -5.361 -0.912 -4.334  0.070
71 H -2.934 -0.246 -4.203  0.114
72 H -2.911 4.497 3.865  0.070
73 H -0.191 5.393 -2.054  0.083
74 H -1.292 3.917 3.450  0.078
75 H -4.063 2.782 4.766  0.096
76 H -6.179 -1.426 -2.851  0.064
77 H 1.210 -7.339 1.828  0.066
78 H 1.826 -7.635 0.204  0.069
79 H -0.663 -6.443 -1.287  0.100
80 H 0.738 6.766 1.288  0.091
81 H 2.721 3.606 3.389  0.105
82 H 2.515 6.007 2.855  0.091
83 H -5.784 4.025 -0.948  0.091
84 H -4.955 5.680 -2.613  0.089
85 H 1.314 0.881 1.695  0.034
86 H 0.314 1.246 3.102  0.077
87 H -4.197 2.576 0.221  0.083
88 H 0.131 3.720 -1.609  0.045
89 H -0.758 5.122 0.260  0.079
90 H 0.138 -7.978 0.574  0.063
91 H -4.871 -2.112 -0.902  0.102
92 H -2.369 4.464 2.179  0.068
93 H 3.526 2.307 1.307  0.065
94 H -0.446 4.096 -3.221  0.081
95 H -1.158 -4.141 -1.963  0.110
96 H 1.705 -4.990 1.925  0.104
97 H 5.655 1.998 2.833  0.085
98 H -3.017 -0.211 1.017  0.064
99 H 2.074 1.389 3.193  0.084
100 H -5.113 0.556 4.655  0.090

=====

Below is C3H2N2S2 as an isolated structure, with properties calculated with wB97M-V/def2-TZVPD.

Computed properties:
Frontier orbital gap (alpha / beta) ... 7.093 / 6.652 eV
DFT total energy ... -1021.18562 hartree
HOMO energy (alpha / beta) ... -7.937 / -7.855 eV

Last column: natural (NBO) charge in e.
Element x y z (Å)
1 S -2.886 0.310 -0.006  0.184
2 S -1.913 -1.547 0.062  0.347
3 N 0.804 1.784 0.154  -0.212
4 N -0.597 -0.445 -0.090  -0.513
5 C 1.390 0.672 0.119  -0.114
6 C 0.735 -0.585 0.090  -0.113
7 C -1.206 0.713 -0.300  -0.019
8 H 2.478 0.640 0.037  0.224
9 H 1.194 -1.542 -0.067  0.217

=====

Below is a single C4H5ClOS molecule, with properties calculated with wB97M-V/def2-TZVPD.

Computed properties:
Frontier orbital gap ... 10.289 eV
DFT total energy ... -1088.99500 hartree
SMILES string ... C/C(=C/Cl)SC=O
HOMO energy ... -9.631 eV

Last column: natural (NBO) charge in e.
Element x y z (Å)
1 Cl -1.950 -1.332 0.094  -0.018
2 S 1.010 0.275 0.849  0.236
3 O 2.706 -1.266 -0.456  -0.509
4 C 1.726 -0.573 -0.576  0.276
5 C -0.399 0.991 0.010  -0.205
6 C -1.445 0.294 -0.445  -0.187
7 C -0.355 2.512 -0.291  -0.635
8 H 0.590 2.642 -0.883  0.222
9 H -2.166 0.744 -1.151  0.223
10 H 1.278 -0.333 -1.514  0.140
11 H -0.361 3.057 0.693  0.233
12 H -1.168 2.911 -0.869  0.222